Record 1
The following is a DFT calculation (the ωB97M-V functional and the def2-TZVPD basis) of 2 unconnected molecules or ions with the total composition C5H8N2O.

Summary:
ΔE to the lowest compared entry with this formula, charge and spin (kcal per mole): 142.89
LUMO (eV): 0.51
Orbital gap (eV): 8.9
Total charge: 0

Last column: natural (NBO) charge in e.
Geometry (Å):
1 O -1.430393 -1.922836 -1.654595  -0.619
2 N -1.806959 -0.800721 0.419967  -0.634
3 N 0.561765 -0.222492 -1.895055  -0.802
4 C 0.223926 0.352095 0.705251  -0.122
5 C -1.079175 -1.257606 -0.622412  0.673
6 C 0.387094 -0.635548 -0.443364  -0.156
7 C -0.893509 -0.004434 1.352346  -0.004
8 C 0.877566 1.470995 0.876002  -0.623
9 H -2.773769 -1.150105 0.779907  0.426
10 H 2.067334 1.268613 0.873958  0.203
11 H 0.845393 1.973850 -0.237581  0.228
12 H 0.922292 2.313799 1.652063  0.268
13 H 1.127944 -1.453459 0.012863  0.214
14 H 1.511053 0.896496 -1.696987  0.304
15 H 0.898126 -1.124208 -2.519020  0.417
16 H -1.438689 0.295560 2.396658  0.226

Forces on atoms 1 to 6 (eV/Å):
O 1.0 2.0 4.0
N -0.6 -0.4 3.1
N 4.0 2.1 1.2
C -5.9 -6.1 0.2
C 0.0 -1.8 -2.8
C -0.6 -2.2 -1.4



Record 2
The following is a DFT calculation (the ωB97M-V functional and the def2-TZVPD basis) of a molecular structure, C45H53BiBr2F3N2O3P2Si2.

Summary:
ΔE to the lowest compared entry with this formula, charge and spin (kcal per mole): 0.00
LUMO (eV): 2.23
Orbital gap (eV): 7.4
Total charge: -1

Last column: Mulliken charge in e.
Geometry (Å):
1 Bi 0.330974 0.277503 -0.092270  1.936
2 Br -1.334302 3.206593 -1.232540  -0.062
3 Br 1.250041 1.969743 -2.892321  -0.088
4 P -1.154843 -2.188871 -0.639430  0.565
5 P -0.905532 -1.378241 2.181081  0.124
6 Si -2.983525 -0.686447 -2.474489  0.263
7 Si -2.519906 1.121802 3.113223  0.423
8 F 7.202546 8.011468 -1.583288  -0.264
9 F 6.478451 7.572298 -3.561853  -0.285
10 F 7.913827 6.274792 -2.626372  -0.267
11 O 1.590304 1.184456 1.582941  -0.602
12 O 1.968761 -0.256582 -1.348250  0.112
13 O 1.211594 2.567961 1.532334  -0.520
14 N -1.781676 -0.061085 2.127293  0.991
15 N -1.660227 -0.870504 -1.395711  0.004
16 C 5.692788 6.195170 -1.786808  0.349
17 C 3.376715 5.576668 -1.652549  -0.518
18 C 2.662833 3.942573 0.053604  -0.578
19 C -4.430149 0.883672 3.140911  -1.266
20 C -1.797622 -2.843809 2.843170  0.816
21 C 0.475250 -4.371069 -1.419887  0.385
22 C 3.654786 4.722098 -0.580760  0.783
23 C 6.801278 6.998646 -2.392535  0.870
24 C 0.173212 -2.623690 -3.028000  -0.959
25 C 1.541207 -4.514907 -3.566581  -0.852
26 C -2.892736 -2.681552 3.679972  -0.230
27 C -1.367011 -4.121099 2.517195  -0.362
28 C -1.938635 1.291267 4.931677  -1.314
29 C 1.787860 -1.299001 3.074960  -0.327
30 C -4.837495 -4.783756 0.204588  -0.856
31 C -2.039993 -5.226123 3.002569  -0.584
32 C -2.529354 0.636873 -3.781805  -1.167
33 C 0.445952 -1.348627 3.422899  1.043
34 C 1.069022 -1.330687 5.748396  -0.890
35 C -3.137307 -5.061516 3.832083  -0.785
36 C 0.096434 -1.364296 4.767174  -0.672
37 C -3.809375 -5.335031 -0.538852  -0.860
38 C -2.535961 -3.319955 -0.269959  2.039
39 C -0.007877 3.448208 -2.638655  -0.274
40 C -0.052181 -1.829707 0.701770  -1.809
41 C 1.278422 -5.052911 -2.315941  -0.748
42 C 2.010138 3.266279 0.820292  0.491
43 C 3.166095 -0.895027 -0.991430  2.064
44 C 2.763119 -1.254466 4.055546  -0.841
45 C 0.992027 -3.293467 -3.917826  -0.758
46 C 4.978196 4.615508 -0.132761  -0.383
47 C -4.546368 -0.052496 -1.573040  -1.137
48 C 3.986664 -1.026804 -2.288744  -2.086
49 C 5.986024 5.343919 -0.724163  -0.897
50 C -4.715427 -3.500546 0.718887  -0.826
51 C -3.570118 -2.770058 0.476542  -0.963
52 C 3.957869 -0.056491 0.027198  -1.467
53 C -2.660060 -4.604094 -0.779433  -1.188
54 C -3.556901 -3.787673 4.179558  -0.689
55 C -0.101016 -3.158094 -1.778542  0.343
56 C -2.237351 2.829991 2.310761  -0.953
57 C -3.442188 -2.294965 -3.415817  -1.058
58 C 4.387887 6.301295 -2.255118  -0.768
59 C 2.406323 -1.276839 5.391960  -0.679
60 C 2.937804 -2.307814 -0.426285  -0.906
61 H -3.667886 -5.928504 4.204204  0.384
62 H -0.552164 3.579138 -3.568230  0.525
63 H -4.114713 -2.908938 -2.824209  0.214
64 H 3.374662 0.076718 0.935381  0.236
65 H -4.746318 0.203646 2.357197  0.239
66 H -3.226060 -1.678914 3.910050  0.106
67 H 4.900610 -0.546451 0.265485  0.440
68 H 4.166371 0.927754 -0.386991  0.197
69 H 2.184266 -5.043411 -4.258144  0.360
70 H -2.295153 2.213578 5.380045  0.494
71 H 4.178218 6.938453 -3.102713  0.435
72 H 7.004852 5.255805 -0.377684  0.373
73 H -3.450574 -1.760244 0.846912  0.792
74 H 2.065501 -1.290791 2.035590  0.059
75 H -4.795307 0.491953 4.086387  0.366
76 H -1.180852 3.037111 2.192258  0.183
77 H -4.399583 -3.658418 4.846848  0.426
78 H -3.900489 -6.335608 -0.942557  0.412
79 H 2.840860 -3.025088 -1.238541  0.316
80 H 3.169577 -1.260131 6.157953  0.371
81 H 2.361031 5.668415 -2.012760  0.327
82 H 0.304251 -4.768332 -0.429327  0.092
83 H -5.514045 -3.067270 1.304965  0.483
84 H 3.805581 -1.196483 3.775177  0.473
85 H -0.949074 -1.410912 5.037053  0.574
86 H -2.691511 2.871075 1.324942  0.030
87 H -1.469390 0.657742 -4.009714  0.238
88 H -0.255041 -1.666030 -3.282784  0.375
89 H 0.571429 4.329571 -2.376970  -0.033
90 H -5.017729 -0.841443 -0.995363  0.186
91 H -3.925236 -2.098789 -4.368356  0.511
92 H -0.512603 -4.226246 1.864099  0.152
93 H -2.280309 0.472650 5.557325  0.337
94 H -5.284987 0.330171 -2.271824  0.455
95 H -2.821875 1.623673 -3.441239  0.274
96 H 4.235121 -0.045996 -2.686320  0.395
97 H 1.713546 -6.002684 -2.039068  0.427
98 H 4.901483 -1.579678 -2.086622  0.357
99 H 3.395215 -1.562329 -3.028621  0.349
100 H 1.201793 -2.863661 -4.888825  0.429
101 H -2.552231 -2.886131 -3.611923  0.271
102 H -1.866560 -5.029522 -1.375582  0.353
103 H 5.190490 3.953097 0.692051  0.497
104 H 3.770285 -2.595554 0.214215  0.457
105 H -4.935702 1.829364 2.971611  0.407
106 H -1.704588 -6.220315 2.741647  0.431
107 H -3.060281 0.447124 -4.708994  0.459
108 H -0.854752 1.306137 4.970773  0.291
109 H -5.739953 -5.353192 0.375032  0.397
110 H -2.666471 3.631118 2.904028  0.398
111 H -4.287587 0.749670 -0.888540  0.248
112 H 0.784899 -1.340990 6.792031  0.403
113 H 2.015360 -2.329546 0.152041  0.173

Forces on atoms 1 to 6 (eV/Å):
Bi 0.0 0.6 -0.2
Br 0.3 0.2 -0.4
Br -0.7 0.8 0.1
P 0.8 -0.2 0.0
P 0.7 -0.3 0.0
Si -0.1 0.4 -0.3



Record 3
The following is a DFT calculation (the ωB97M-V functional and the def2-TZVPD basis) of a molecular structure, C7H26Cs2N10O10S.

Summary:
Spin multiplicity: 2
LUMO (spin up / spin down) (eV): -3.54 / -8.69
Orbital gap (spin up / spin down) (eV): 7.8 / 2.6
Total charge: +1

Last column: Mulliken spin population.
Geometry (Å):
1 Cs 19.636662 18.032918 16.375477  0.000
2 Cs 22.073117 16.969663 12.879274  -0.001
3 S 22.755372 15.776076 16.278711  -0.003
4 O 25.134796 13.198716 12.346953  0.800
5 O 22.837037 14.311499 16.392139  0.023
6 O 20.207501 18.482898 19.688769  0.000
7 O 26.357089 18.915673 13.365074  0.001
8 O 23.779963 16.277047 15.388449  0.006
9 O 23.235871 11.933906 17.371704  0.002
10 O 23.544394 21.096885 16.412461  0.000
11 O 27.394420 15.914514 18.955478  0.000
12 O 21.497961 16.179167 15.652159  0.003
13 O 22.950762 16.339071 17.616902  0.008
14 N 21.038777 18.414963 21.842751  0.000
15 N 21.950069 17.347217 20.159441  0.000
16 N 22.596056 19.175355 16.941856  0.000
17 N 23.818133 19.237135 15.184833  0.000
18 N 26.359410 17.538825 14.995171  0.002
19 N 25.290543 16.687310 19.152960  0.000
20 N 28.111615 18.698969 14.762611  0.000
21 N 25.182223 14.820007 13.822102  0.114
22 N 23.670896 13.287600 13.951536  0.065
23 N 25.873935 15.508402 17.449117  0.001
24 C 23.352596 19.916599 16.209668  0.000
25 C 26.875463 18.496143 14.373286  0.000
26 C 26.257464 16.039949 18.542506  0.000
27 C 23.555320 9.742939 16.435484  0.000
28 C 24.705782 13.726143 13.321349  -0.037
29 C 24.138409 11.104618 16.709277  0.003
30 C 21.021369 18.145793 20.536943  0.000
31 H 22.555310 9.849034 16.014974  0.000
32 H 24.703315 19.597481 14.858164  0.000
33 H 24.637130 15.294776 14.527483  -0.007
34 H 23.111184 12.762013 16.902341  0.001
35 H 23.610703 9.279052 17.420290  0.000
36 H 25.500283 17.181466 14.602368  0.000
37 H 22.734005 18.175006 16.922852  0.000
38 H 25.105832 11.001350 17.200738  0.000
39 H 26.819965 17.171269 15.815466  0.000
40 H 24.289728 11.605044 15.752845  0.000
41 H 23.788674 18.227565 15.182907  0.000
42 H 25.137366 15.934279 16.904897  0.001
43 H 22.619222 17.268126 20.911821  0.000
44 H 24.068694 9.096091 15.724060  0.000
45 H 23.500941 12.324400 13.699622  0.003
46 H 26.522533 14.852669 17.037501  0.000
47 H 24.341909 16.522638 18.847872  0.000
48 H 21.898698 18.452316 22.371189  0.000
49 H 20.175199 18.784506 22.213947  0.000
50 H 28.517814 19.575256 14.467268  0.000
51 H 22.383371 19.633915 17.816259  0.000
52 H 23.504687 13.848074 14.775143  0.012
53 H 28.548384 18.051333 15.402833  0.000
54 H 25.478820 17.338882 19.901358  0.000
55 H 26.065436 15.092335 13.414841  0.002
56 H 22.164912 17.077272 19.210194  0.000

Forces on atoms 1 to 6 (eV/Å):
Cs -0.5 0.5 0.8
Cs 0.2 0.2 -0.1
S -2.0 -2.2 3.1
O 2.6 -2.8 -5.6
O 0.3 0.6 -1.3
O -2.1 1.3 -0.3



Calculated maximum force in order - 12.519, 1.908, 7.249 eV Å⁻¹